C20H74O27 | wB97M-V/def2-TZVPD

Computed properties:
LUMO energy: -0.5 eV
charge: 0
relative energy (zero: lowest compared OMol25 entry of this formula, charge and spin): 5.142 eV

Last column: Mulliken charge in e.
Element x y z (Å)
H: 3.13973 1.64894 -0.14929  0.36
H: -0.85659 2.47845 -1.71107  -0.22
H: 2.00709 -7.02024 -1.47465  0.33
O: -4.42577 2.28441 -1.61832  -0.65
H: 1.39727 1.31581 -0.76719  -0.40
H: 3.45510 -3.72483 -3.95759  0.27
O: -0.63418 -2.34776 -3.71362  -0.60
H: -0.58755 0.55350 -3.47395  -0.02
H: 1.79993 -5.08348 1.18840  0.52
H: -0.06898 -4.39495 5.06383  0.32
O: 0.74130 -3.56194 0.74289  0.46
H: 0.51419 -2.63923 -2.10682  -1.03
H: -2.75000 -2.59911 1.16688  0.48
H: -2.37169 5.43318 2.26559  0.33
H: -3.57078 -0.46915 1.13208  0.00
H: -2.96606 5.00588 -1.06436  0.18
H: -2.04129 4.79769 4.68680  0.38
H: 0.37793 2.91618 -4.19322  0.36
H: 0.10648 4.46214 -0.94739  -0.31
O: -1.32767 -5.89760 4.43374  -0.60
H: -2.57236 -2.13978 -1.80630  0.10
H: 1.34779 -4.37146 -3.71024  0.45
C: 1.58897 -3.36747 -3.86293  -0.97
H: 5.54972 -1.66782 -5.27936  0.31
H: 1.48118 -3.18376 -4.99580  0.33
O: 0.41058 3.00075 -3.26734  -0.63
C: 1.31343 -5.35645 -0.83882  -0.60
C: 3.90133 -0.00081 -3.08485  -0.08
H: 0.37990 -0.09455 4.05683  0.16
H: -0.38243 1.85705 0.41447  -1.12
H: -0.35318 5.05964 4.57494  0.25
H: -0.20243 -2.66855 2.47771  -0.18
H: 0.97379 -1.32164 -3.27876  -0.03
O: -1.32594 3.57959 2.40636  -0.11
H: 1.77379 -2.01859 3.62253  -0.02
C: -2.54006 -2.85578 0.15940  -0.02
H: 2.68705 0.81812 2.65300  0.19
H: -1.44583 0.83781 -0.54305  0.34
H: -1.94580 -1.34693 3.81040  0.53
H: -3.38043 -0.28028 2.57157  0.60
C: -1.30954 5.79934 -1.60856  -0.62
O: 2.79730 0.87246 -3.20050  -0.41
H: -1.52977 6.83499 -1.66182  0.39
H: 1.10816 -0.48320 0.66294  -1.14
O: 5.38784 -1.23590 -4.45895  -0.55
H: 3.69461 -0.76692 -2.33545  -0.09
C: -0.86932 2.57631 -2.78799  0.17
H: -4.10347 -0.51671 -1.45809  0.26
H: -0.60978 -1.79772 -4.52671  0.39
H: 2.37636 -1.64973 2.06576  -0.20
H: -3.80593 2.30019 -0.86578  0.47
O: -2.48157 0.78016 -2.95863  -0.44
H: 2.22093 2.64986 0.68596  0.38
H: 0.13791 -5.49002 1.06704  0.34
C: 0.36064 -0.16341 -0.11628  1.30
H: 2.27157 -4.96008 -1.10260  0.49
H: -1.63868 3.26362 -2.87884  0.64
O: 1.13060 0.44339 -1.08902  1.11
H: 4.21737 -2.37892 3.02328  0.39
C: 0.64511 -2.35748 -3.10043  1.73
O: -0.73438 -2.55128 3.26566  -0.19
H: -0.42665 3.24594 2.33162  0.01
C: 2.17942 0.13276 3.34365  -0.76
H: -1.48229 -2.54105 0.17033  0.00
H: 0.18211 -4.99526 3.41813  0.11
H: -1.48321 5.45740 -2.61640  0.36
H: -1.77313 -4.00675 2.40551  0.00
C: -1.27980 5.33480 4.14045  -0.60
H: 1.63962 3.93195 2.18010  0.16
H: -1.70193 1.50934 -4.57336  0.53
H: -0.62963 5.49894 2.13166  0.20
C: 0.11994 5.50373 -1.30931  0.17
H: -3.08600 1.50699 1.19616  0.42
H: 4.25763 0.36874 -5.18033  0.38
H: 0.69379 5.06257 -3.03201  0.45
H: -2.20435 6.95294 4.39615  0.33
H: -1.49138 -6.33793 3.53036  0.34
O: 3.77343 -1.67526 3.55592  -0.64
H: 1.48842 -3.19564 0.30538  -0.15
O: -4.03617 -0.08681 1.91338  -0.84
O: 4.02550 0.20583 0.17913  -0.65
C: 0.95139 -4.94443 0.61138  -0.83
O: -2.69705 -0.86925 4.14659  -0.80
C: -0.72618 0.80146 0.26609  0.65
C: -1.33148 1.33159 -3.54480  -0.64
O: -1.35266 0.28026 1.40944  1.26
C: -1.48232 -3.70019 3.45031  -0.10
H: -2.15753 -4.53761 -0.85495  0.38
H: 4.69931 0.65599 -2.78969  0.44
C: -0.57358 -4.72234 4.11596  -0.47
H: 2.18201 0.77565 -2.48938  0.41
H: 0.46991 6.11313 -0.49380  0.41
O: 2.90324 -3.24677 -3.28667  -0.46
H: 3.30057 -1.14167 -4.81739  -0.02
H: -2.48330 2.88336 1.18648  0.25
H: 2.44489 0.36550 4.31906  0.62
O: -1.31418 6.69685 4.25551  -0.54
H: -2.52870 0.08108 4.23045  0.36
O: -3.68294 -0.92818 -0.70404  -0.58
H: -4.56832 3.19195 -1.82246  0.28
O: -2.62329 -4.31640 0.00560  -0.64
O: -2.19991 5.33362 -0.57825  -0.37
O: 2.63474 2.49115 -0.20832  -0.69
O: 0.89562 5.73570 -2.42580  -0.61
H: -2.39815 -3.45206 3.98421  0.46
O: 0.78202 0.13517 3.26333  -0.39
H: 4.69203 -0.08865 0.82492  0.32
C: 2.50803 -1.37428 3.09734  0.55
H: -0.08827 -1.05806 -0.45834  -1.02
C: -1.43017 5.02247 2.66860  -0.37
H: 3.60908 -0.64721 -0.04502  0.17
O: 1.25988 -6.74904 -0.99848  -0.57
C: -3.32080 -2.25364 -1.02342  -0.27
H: -3.07730 1.46579 -2.72316  0.25
O: 1.37918 3.02314 2.21241  -0.55
H: 1.25069 2.98259 3.15655  0.28
H: 0.60497 -4.98683 -1.50693  0.10
H: -0.60836 0.01343 2.00087  -0.50
C: 4.20612 -0.49453 -4.49546  -0.29
H: -4.16084 -2.89632 -1.40209  0.33
O: -3.19713 2.34842 0.77336  -0.70


C20H7F11N4O6S3Sr | wB97M-V/def2-TZVPD

Computed properties:
LUMO energy: -1.5 eV
charge: 0
relative energy (zero: lowest compared OMol25 entry of this formula, charge and spin): 4.796 eV

Last column: Mulliken charge in e.
Element x y z (Å)
F: -0.54994 -3.24089 0.08009  -0.40
F: -1.24747 1.11156 5.77073  -0.17
C: -4.77225 0.69445 2.12515  0.85
C: 3.08325 0.59066 -0.35624  1.06
O: 4.84202 3.77444 -2.10488  -0.63
H: 1.36950 -2.51157 1.01437  0.57
S: -2.44207 -1.31433 -1.28668  -0.34
F: 0.59997 0.23732 5.10046  -0.19
O: -0.33841 -1.05891 2.89673  -0.81
F: -0.39431 1.68766 3.85298  -0.15
F: 0.97697 -5.41871 -3.79250  -0.31
C: -0.57252 -3.34768 -1.26803  0.05
F: -2.08447 -1.88274 -4.18085  -0.33
O: -3.26243 1.81422 4.00761  -0.56
O: -2.33577 1.49678 1.76119  -0.77
H: 0.92436 4.51894 -2.39376  0.56
C: 3.26694 -1.52982 0.72578  -1.29
C: -1.35326 -2.67383 -3.39318  0.25
H: -2.33153 1.95430 -1.33803  0.48
C: 3.65503 1.75747 -0.92896  -0.54
C: -1.27165 2.18429 -1.36277  -0.25
C: -0.80319 3.37871 -1.91257  -1.06
S: -1.35041 -0.80949 3.90031  1.45
F: -0.57405 -3.78521 -5.32242  -0.29
O: 3.01622 4.85712 -2.40504  -0.62
C: 2.88715 2.73258 -1.46848  -0.63
C: 3.87852 -0.41559 0.21955  -0.69
N: 1.10062 -0.68754 0.12942  0.36
F: -4.68631 -0.21943 1.15193  -0.24
C: 1.87129 -1.62432 0.64664  -0.40
F: 1.01272 -5.08836 -1.08847  -0.34
C: 0.54754 3.60823 -1.96769  -0.44
N: -2.71657 -0.49550 3.18708  -1.14
Sr: -1.60245 -0.44151 1.34291  1.71
H: 3.84211 -2.32687 1.17563  0.44
C: 0.21968 -4.47816 -3.22084  0.60
C: 1.44281 2.63838 -1.46772  0.56
C: 0.22694 -4.31373 -1.84820  -0.06
C: -0.59557 0.69050 4.71365  0.60
C: 1.68826 0.42121 -0.36015  -0.21
H: 4.95383 -0.29336 0.25205  0.47
S: -3.10957 0.98397 2.86955  0.98
H: 4.72906 1.87067 -0.94388  0.55
C: 0.85724 1.47267 -0.91248  0.19
F: -5.19245 1.83582 1.60624  -0.20
H: -1.49803 4.11550 -2.29059  0.43
N: 3.63140 3.87264 -2.04276  1.04
N: -0.46872 1.26859 -0.87208  0.08
C: -1.39135 -2.49745 -2.00303  0.43
O: -1.48311 -1.74851 4.95002  -0.67
C: -0.57544 -3.64549 -3.99433  0.22
F: -5.62014 0.28034 3.04656  -0.19


C21H11BBrCl76GaN2OP | wB97M-V/def2-TZVPD

Computed properties:
LUMO energy: 0.9 eV
charge: -1

Last column: Mulliken charge in e.
Element x y z (Å)
C: 2.24205 -3.34570 -4.70096  -1.02
Cl: 5.68193 -2.40832 0.76431  0.02
C: 1.39222 -7.60788 -7.75824  0.33
C: -2.69395 3.74404 -3.91173  0.01
H: 2.28199 -2.70774 -3.80431  0.09
C: 1.59407 -5.20953 -3.26849  -0.67
Cl: -2.19707 1.76279 9.61108  -0.03
Cl: -6.89009 -3.99117 8.41931  -0.10
Cl: -0.30420 0.04303 -7.69606  -0.11
Cl: -2.97536 0.45882 -6.67589  -0.08
C: 0.50005 7.43116 -5.78897  0.17
H: 4.47276 -6.42470 -0.16063  0.17
C: -6.83484 2.50476 -0.26945  0.21
Cl: -2.31013 -3.90393 3.03302  -0.03
Cl: -1.93651 3.77309 7.55085  -0.11
Cl: -0.16704 -1.98666 0.69920  0.07
Cl: -8.40330 2.60280 -1.07816  -0.06
C: 0.83851 -1.26656 -0.56527  -0.37
H: 3.26190 -6.95340 -5.03836  0.16
H: 1.83441 -4.67209 -2.33873  0.02
Cl: -2.63674 4.95317 -2.61274  0.11
Cl: -0.05825 -1.24698 -2.09334  0.04
C: -9.35415 4.54630 -4.89253  0.30
Cl: -10.41267 3.99671 -3.58423  -0.11
Cl: -0.57068 6.86581 -4.50285  0.14
Cl: 4.56568 3.67674 5.84959  -0.12
H: 3.02260 -3.05972 -5.41936  0.41
Cl: 8.64327 0.23141 -0.21462  -0.10
Cl: 10.43791 -0.58251 -2.32978  -0.11
H: 5.98170 -3.69417 -0.32903  -0.07
Cl: 2.13937 2.55056 -2.03426  -0.07
Cl: -7.72367 -6.75300 8.59587  -0.10
Cl: -2.13789 2.09750 3.97404  -0.06
Cl: 2.30881 -2.23402 -0.71668  -0.04
N: 5.34608 -6.10503 -0.58140  -0.83
Cl: -9.73372 3.65328 -6.37168  -0.10
Cl: -3.29735 8.54275 -2.83437  -0.04
Cl: 8.37197 -2.38001 -1.41444  -0.01
Cl: 2.55445 5.09506 -0.73109  -0.11
C: -1.55959 -0.60511 -6.63233  0.18
Cl: -1.11336 3.62092 -4.68999  -0.04
Cl: -3.18294 10.26486 -0.51661  -0.06
Cl: 3.44482 -4.85560 5.17722  -0.05
H: 3.75394 -4.18251 -0.77694  -0.39
Cl: -0.93374 -0.70102 -4.98065  0.04
Cl: -3.90888 4.22559 -5.10649  -0.10
Cl: 1.54776 2.84403 0.78934  -0.02
Cl: 0.35259 11.67545 -1.87335  -0.11
H: 1.28546 -3.18701 -5.23031  0.35
Cl: 1.11233 -3.80040 3.83572  0.03
C: -2.90617 -4.68862 4.50155  0.26
Cl: -3.94797 -3.56658 5.38962  -0.06
Cl: 3.77570 -0.43655 1.69047  -0.06
Cl: 1.50120 -6.65788 4.02138  -0.10
Cl: -6.74585 1.05142 0.73420  -0.09
Cl: -6.17061 -5.84832 6.33127  0.00
Cl: -3.12009 2.17551 -3.21883  0.03
Cl: -0.27248 -7.25884 -8.26396  -0.11
C: -2.84004 2.33975 8.06650  0.23
C: 9.52019 -1.13570 -0.92041  0.27
Cl: -6.60003 3.93600 0.74441  -0.10
C: 2.32172 -5.09622 3.83054  0.17
Cl: -2.51168 7.45445 -0.26679  -0.12
Cl: -0.68313 2.12987 13.49151  -0.09
Cl: 2.30771 -6.10783 -7.65949  -0.02
Cl: -1.87374 -0.48357 13.18235  -0.09
Cl: -7.66729 4.25906 -4.44449  0.00
Cl: -2.67582 1.07692 6.84407  0.02
Cl: -4.54945 2.75891 8.25816  -0.11
Cl: -1.90709 -0.78933 3.91897  0.04
Cl: 0.09578 6.59766 -7.29693  -0.11
H: 0.52347 -5.10082 -3.51130  0.28
C: 1.53151 3.65168 -0.79289  0.04
Cl: 3.45383 -3.24721 2.43287  0.06
Cl: 1.26671 0.41218 -0.14498  0.38
Cl: 1.35698 -8.40664 -6.17634  -0.11
H: 1.78748 -6.28151 -3.10472  0.32
C: -2.25146 0.65623 2.95391  -0.10
Cl: -3.87827 0.55457 2.26621  -0.01
Cl: -8.91752 -5.00566 6.62771  -0.10
Cl: 0.53922 0.18333 11.74447  -0.07
Cl: 2.14514 -8.69136 -8.94038  -0.11
B: 3.77972 -5.23928 -4.42128  0.64
Cl: 10.63595 -1.80180 0.28319  -0.12
Cl: 2.09979 10.36045 0.01765  -0.10
Cl: -0.04269 8.88622 -1.23875  0.12
C: 3.63044 2.60276 4.79324  0.18
Cl: -1.53559 -5.15027 5.51838  -0.08
Cl: 0.62349 -0.19380 14.60803  -0.11
Cl: 3.28830 3.42767 3.26442  -0.04
Cl: -2.01970 -2.22250 -7.17976  -0.10
C: -3.55616 8.63305 -1.08797  0.20
Cl: 5.62889 -1.67226 3.56837  -0.22
Ga: 5.41039 -4.39356 -3.41085  0.46
O: 4.03260 -6.38984 -5.20240  -0.49
Cl: -1.05244 0.73871 1.66101  0.14
Cl: 2.10527 2.17607 5.58590  -0.08
Cl: -9.60678 6.27614 -5.16591  -0.10
C: 4.63726 -1.93795 2.11099  0.04
C: 1.16635 10.15475 -1.47182  0.21
Cl: -3.82942 -6.13705 4.06018  -0.12
Cl: 2.17895 7.08111 -5.35379  -0.09
C: -0.34742 0.40835 13.25705  0.34
N: 2.36568 -4.77752 -4.43332  -0.17
Cl: 2.25363 9.70146 -2.79181  -0.08
Br: 7.52080 -5.45963 -4.04173  -0.54
H: 5.58251 -2.82894 -3.77159  -0.28
P: 5.09619 -4.56905 -1.06168  0.86
C: -7.42475 -5.40127 7.49228  0.28
Cl: 0.29562 9.17678 -6.00579  -0.10
Cl: 4.54274 1.13097 4.45875  0.02
Cl: -0.13163 4.10232 -1.19441  0.17
Cl: 3.22752 -5.08614 2.29419  0.04
Cl: -5.54985 2.41584 -1.48166  0.04
Cl: -5.24613 8.25747 -0.72303  -0.09


Number 1: E_HOMO -9.6 eV, frontier orbital gap 9.038 eV, F_max 3.9 eV Å⁻¹. Number 2: E_HOMO -7.2 eV, frontier orbital gap 5.782 eV, F_max 13.8 eV Å⁻¹. Number 3: E_HOMO -4.4 eV, frontier orbital gap 5.312 eV, F_max 14.6 eV Å⁻¹.